No. 1
# H2O2S2

One molecule with the formula H2O2S2 at a distorted geometry (wB97M-V/def2-TZVPD, the Open Molecules 2025 dataset).

```
6
Properties=species:S:1:pos:R:3:forces:R:3
O -0.090924 -1.514565 -0.762719 -0.430 0.704 -0.678
O 0.799558 2.393217 -0.056392 -2.318 -0.978 0.220
S 0.677021 -0.304693 -1.631393 1.405 0.899 2.017
S 1.635589 0.935047 -0.029053 -1.712 -0.664 -1.825
H -1.036532 -1.340723 -0.919413 0.296 -0.221 0.427
H -0.212009 2.237093 0.096313 2.760 0.260 -0.161
```
Positions in Å, forces in eV/Å.

Calculated values
Gap between HOMO and LUMO in eV: 9.35
E_tot in hartree: -947.9978
Structure (SMILES): OSSO
Total charge: 0
Energy above the lowest of the compared OMol25 structures with the same formula, charge and spin in kcal per mole: 14.42
HOMO in eV: -9.25
F_max in eV Å⁻¹: 2.78
M in g/mol: 98.15

***

No. 2
# C3H4O2S

One molecule with the formula C3H4O2S at a distorted geometry (wB97M-V/def2-TZVPD, the Open Molecules 2025 dataset).

```
10
Properties=species:S:1:pos:R:3:forces:R:3
C 1.361242 -0.135104 -0.520089 -0.695 2.145 -1.170
C -0.232101 -0.386671 -0.884160 0.037 0.042 -1.695
C -0.899138 0.228286 1.335738 -1.103 -1.371 -3.364
H 2.128819 0.502628 -1.269969 -2.066 -1.975 1.016
H -0.603605 0.625746 -1.327514 0.704 -1.759 0.477
H -0.472858 -1.290188 -1.555641 0.937 1.723 0.400
H -1.216879 -0.420133 2.068080 -0.426 -0.672 2.577
O 1.684262 -0.194567 0.621585 0.390 -0.677 0.271
O -1.002762 -0.738755 0.242052 1.904 2.615 1.564
S -0.746979 1.808758 1.289918 0.318 -0.070 -0.076
```
Positions in Å, forces in eV/Å.

Calculated values
Gap between HOMO and LUMO in eV: 9.36
E_tot in hartree: -665.2862
Structure (SMILES): O=CCOC=S
Total charge: 0
Energy above the lowest of the compared OMol25 structures with the same formula, charge and spin in kcal per mole: 62.39
HOMO in eV: -9.41
F_max in eV Å⁻¹: 3.80
M in g/mol: 104.13

***

Number 1: LUMO level 0.103 eV. Number 2: LUMO level -0.047 eV.